[1]
36
Properties=species:S:1:pos:R:3:forces:R:3:lowdin_charge:R:1 method="wB97M-V/def2-TZVPD" homo_lumo_gap_ev="4.27 / 4.95" s_squared=15.792 molar_mass_da=768.407 e_above_lowest_kcal_mol=12.94 spin_multiplicity=8 total_charge=-2
Eu 0.6761 -0.1540 0.0790 1.6658 -2.0694 0.5278 1.611
S 7.1175 -4.0693 -0.9320 -0.1223 0.0657 0.0066 0.368
C 5.6938 -3.1962 -0.8888 -0.3000 0.2229 0.0396 -1.523
S 4.1078 -3.9005 -0.9406 0.6491 0.2579 -0.0182 0.858
C 3.1576 -2.4357 -0.8872 0.6236 0.8537 -0.0464 -1.221
C 3.8864 -1.2759 -0.7991 -0.3931 -0.8675 -0.1574 -1.217
S 3.2623 0.3436 -0.7308 0.3730 0.2224 0.0564 0.389
S 5.6179 -1.4662 -0.7679 0.0693 -0.7220 -0.0742 0.842
S 1.4418 -2.5981 -0.9447 -0.0710 -0.3814 -0.2418 0.409
O -1.5508 2.7124 -0.9960 -0.0315 -0.2956 -0.1592 0.013
C -1.4706 1.4802 -1.0542 -0.2300 0.3016 -0.1889 -0.580
O -0.4337 0.8311 -1.4933 -0.8015 1.0885 -0.4860 -0.203
C -2.5026 0.5347 -0.4766 0.3667 -0.2102 0.3344 -0.075
C -3.7221 0.1480 -0.9748 -0.1955 0.0579 -0.1968 0.035
C -4.3405 -0.9767 -0.4041 0.0937 0.1833 0.0865 -0.163
C -3.7010 -1.7831 0.5238 -0.2100 -0.0503 -0.0847 0.077
C -2.4363 -1.4132 0.9743 0.1834 -0.0245 0.0785 -0.128
C -1.9321 -0.1301 0.6386 -0.8071 0.1623 0.2065 -0.357
O -0.9384 0.4385 1.2865 -1.2833 0.6232 0.3111 -0.250
N -1.6041 -2.2840 1.6499 0.3564 -0.4878 0.5072 -0.359
O -2.0727 -3.3399 2.2093 0.4064 0.8281 -0.4313 -0.087
O -0.3076 -2.0449 1.5778 -0.6305 -0.1767 -0.0852 -0.251
N -5.6629 -1.3570 -0.8728 -0.1250 -0.3508 -0.4419 -0.362
O -6.1927 -2.3604 -0.4106 0.1353 0.2779 0.0906 0.034
O -6.1915 -0.6859 -1.7555 0.1434 0.0234 0.2952 0.023
H -4.1960 0.6624 -1.7976 0.0181 -0.0130 -0.0037 0.117
H -4.1420 -2.7074 0.8614 0.0156 -0.0055 0.0282 0.118
I 4.4489 4.9368 1.6805 -0.0711 -0.0495 -0.0123 0.798
C 2.7902 3.8365 1.1378 0.1231 0.0299 0.0074 -0.778
C 1.7898 4.2211 0.2711 -0.0840 0.1119 0.0267 -0.149
N 0.9334 3.1981 0.2001 -0.1967 0.0589 -0.0758 0.024
N 1.3198 2.1620 0.9583 0.3768 0.3955 -0.0260 -0.083
C 2.4593 2.5349 1.5251 -0.0476 0.0998 0.1468 -0.255
H 1.6405 5.1384 -0.2756 -0.0270 -0.0827 0.0290 0.117
H 0.0488 3.1374 -0.3345 0.0162 -0.0533 -0.0185 0.109
H 3.0059 1.8622 2.1632 0.0115 -0.0247 -0.0302 0.102



[2]
35
Properties=species:S:1:pos:R:3:forces:R:3:lowdin_charge:R:1 method="wB97M-V/def2-TZVPD" homo_lumo_gap_ev="7.29 / 7.64" s_squared=2.006 molar_mass_da=515.619 e_above_lowest_kcal_mol=0.00 spin_multiplicity=3 total_charge=-1
Pd -0.5689 0.2253 -0.2569 0.0147 0.0443 0.0245 1.172
O 5.4116 -0.2023 -1.3818 -0.0052 -0.0004 -0.0043 0.069
C 4.0701 -0.1529 -1.1769 0.0150 0.0032 0.0033 -0.275
C 3.3532 -1.2710 -0.7565 -0.0134 -0.0021 0.0030 0.067
C 1.9956 -1.1311 -0.5628 0.0133 -0.0025 -0.0235 -0.166
N 1.4158 0.0391 -0.7796 -0.0143 -0.0092 -0.0326 0.030
C 2.0690 1.1204 -1.1833 -0.0041 0.0028 0.0075 -0.149
C 3.4285 1.0629 -1.4044 -0.0159 0.0110 0.0022 0.079
C 1.1898 2.3699 -1.3755 0.0100 0.0003 0.0051 -0.617
O 1.7365 3.3730 -1.8109 -0.0048 -0.0088 0.0077 0.032
O -0.0444 2.2196 -1.0673 -0.0203 -0.0183 -0.0060 -0.127
C 1.0630 -2.2622 -0.1070 -0.0023 -0.0044 0.0659 -0.605
O 1.5680 -3.3556 0.1016 -0.0061 0.0055 -0.0154 0.039
O -0.1748 -1.9415 0.0074 0.0242 -0.0136 -0.0267 -0.112
H 5.7302 -1.0841 -1.1613 0.0001 -0.0001 0.0013 0.108
H 3.8150 -2.2322 -0.5683 0.0072 0.0021 -0.0012 0.128
H 3.9632 1.9414 -1.7342 0.0084 -0.0049 0.0011 0.131
O -1.2793 -4.2726 5.8478 -0.0008 -0.0030 -0.0025 0.064
N -2.0487 -3.8800 4.9885 0.0005 0.0058 0.0051 -0.362
O -3.1609 -4.3402 4.8038 -0.0014 -0.0027 -0.0017 0.065
C -1.6101 -2.7863 4.1366 0.0431 -0.0009 0.0246 -0.134
C -2.4499 -2.3146 3.1548 0.0099 0.0002 0.0013 0.090
C -2.0471 -1.2630 2.3548 0.0771 -0.0276 -0.0164 -0.062
C -0.7628 -0.6243 2.4931 -0.0631 0.0932 -0.0523 -0.299
O -0.3723 0.3972 1.8654 0.0324 -0.0914 0.1096 -0.079
C 0.0605 -1.2291 3.5034 -0.0006 -0.0548 0.0269 -0.050
C -0.3385 -2.2459 4.3189 -0.0369 0.0134 -0.0516 0.092
N 1.4455 -0.7689 3.6562 -0.0063 0.0454 0.0021 -0.338
O 1.8876 -0.7075 4.7921 -0.0105 0.0039 -0.0089 0.070
O 2.0751 -0.5184 2.6541 0.0108 -0.0253 -0.0067 0.111
N -3.0012 -0.8385 1.3488 -0.0551 -0.0331 0.1274 -0.310
O -2.7019 0.0547 0.5514 -0.0310 0.0474 -0.1970 -0.017
O -4.0979 -1.3562 1.3321 0.0339 0.0335 0.0261 0.089
H -3.4214 -2.7596 3.0108 -0.0050 -0.0023 -0.0019 0.133
H 0.3267 -2.6352 5.0747 -0.0035 -0.0066 0.0039 0.135